{"formula": "C37H64BrFN4O5", "method": "ωB97M-V with the def2-TZVPD basis set", "species": ["C", "C", "C", "N", "C", "O", "C", "C", "C", "O", "O", "C", "C", "C", "C", "C", "N", "C", "C", "C", "O", "C", "C", "C", "C", "F", "C", "C", "C", "C", "Br", "C", "C", "O", "H", "H", "H", "H", "H", "H", "H", "H", "H", "H", "H", "H", "H", "H", "H", "H", "H", "H", "H", "H", "H", "H", "H", "H", "H", "H", "H", "H", "H", "H", "H", "H", "H", "H", "C", "C", "N", "C", "C", "C", "C", "H", "H", "H", "H", "H", "H", "H", "H", "H", "H", "H", "H", "H", "H", "H", "C", "C", "N", "C", "C", "C", "C", "H", "H", "H", "H", "H", "H", "H", "H", "H", "H", "H", "H", "H", "H", "H"], "xyz": [[0.0350, 5.5661, 5.1725], [1.3195, 5.7035, 4.7880], [1.7843, 5.1640, 3.4572], [2.9412, 4.2838, 3.6568], [2.8116, 3.4274, 4.8235], [3.2890, 3.6157, 5.8893], [1.9679, 2.2774, 4.3251], [1.1477, 1.3804, 4.9868], [1.0344, 1.4395, 6.4935], [1.7331, 0.3737, 7.1429], [2.9936, 0.2103, 6.5024], [0.4448, 0.4401, 4.2051], [-0.4940, -0.5273, 4.9317], [-1.8580, 0.1455, 5.2434], [-3.0123, -0.8891, 5.1832], [-4.1548, -0.3480, 4.3226], [-3.6869, -0.1729, 2.9380], [-3.7807, -1.4385, 2.1986], [-4.4819, 0.8144, 2.2675], [-3.7615, 1.6571, 1.2554], [-5.6514, 0.9544, 2.4978], [0.5981, 0.3784, 2.8011], [-0.2265, -0.6281, 2.0152], [0.4151, -2.0026, 1.7385], [1.1669, -2.6503, 2.8911], [0.4220, -3.7229, 3.3945], [1.4675, 1.2856, 2.1459], [1.6755, 1.3152, 0.6483], [2.5686, 0.1351, 0.1906], [4.0466, 0.5134, 0.0633], [1.8396, -0.5874, -1.4720], [2.1213, 2.2142, 2.9426], [3.0987, 3.3117, 2.5993], [3.9086, 3.3748, 1.7333], [-0.2201, 5.2446, 6.1763], [-0.7744, 5.7812, 4.4823], [2.0245, 6.2414, 5.4103], [2.0716, 5.9678, 2.7737], [0.9413, 4.6412, 2.9950], [-0.0030, 1.4069, 6.8045], [1.4759, 2.3791, 6.8209], [2.9616, -0.7138, 6.2224], [-0.6207, -1.4080, 4.3175], [0.0357, -0.8311, 5.8331], [-1.7928, 0.5404, 6.2521], [-1.9938, 0.9312, 4.5049], [-2.6605, -1.8262, 4.7571], [-3.3349, -1.0610, 6.2072], [-4.4853, 0.5937, 4.7502], [-4.9847, -1.0600, 4.3582], [-3.3566, -1.2744, 1.2061], [-4.8143, -1.7767, 2.0984], [-3.1531, -2.1858, 2.6769], [-2.7553, 1.2734, 1.0956], [-4.2900, 1.6780, 0.3076], [-3.6648, 2.6665, 1.6497], [-0.4246, -0.1756, 1.0411], [-1.1883, -0.7124, 2.5082], [1.0344, -2.0005, 0.8489], [-0.4043, -2.6832, 1.5031], [1.3378, -1.9847, 3.7349], [2.1365, -3.0434, 2.5885], [2.2425, 2.2172, 0.4359], [0.7378, 1.3745, 0.1045], [2.5085, -0.6163, 0.9677], [4.5396, 0.2346, 0.9933], [4.1954, 1.5639, -0.1518], [4.4953, -0.1240, -0.6945], [0.2811, -4.1561, -6.0903], [0.1654, -3.8511, -4.6043], [-1.1789, -3.4865, -4.1964], [-1.2367, -2.9353, -2.8550], [-0.8623, -3.8454, -1.6791], [-2.2228, -4.4370, -4.5367], [-2.0960, -5.8703, -4.0017], [-0.0820, -3.3197, -6.6898], [1.3265, -4.3292, -6.3490], [-0.2738, -5.0517, -6.3722], [0.8233, -3.0049, -4.3845], [0.5589, -4.7089, -4.0364], [-2.2396, -2.5328, -2.6833], [-0.5726, -2.0664, -2.8311], [-1.6498, -4.5629, -1.4509], [-0.7150, -3.2376, -0.7836], [0.0648, -4.3910, -1.8568], [-2.2910, -4.4870, -5.6263], [-3.1831, -4.0206, -4.2223], [-1.0828, -6.2612, -4.1035], [-2.7570, -6.5303, -4.5672], [-2.3917, -5.9456, -2.9564], [1.9540, 3.5112, -7.2097], [1.0191, 2.3109, -7.1962], [1.5209, 1.2029, -6.4058], [0.7756, -0.0304, -6.6013], [-0.6937, -0.0724, -6.1623], [1.8646, 1.5137, -5.0297], [0.7674, 2.0938, -4.1270], [2.9505, 3.2258, -7.5491], [1.5679, 4.2695, -7.8922], [2.0422, 3.9761, -6.2271], [0.9053, 1.9633, -8.2264], [0.0222, 2.6448, -6.8667], [1.3147, -0.8425, -6.1038], [0.8187, -0.2709, -7.6686], [-0.7948, -0.1436, -5.0799], [-1.1758, -0.9574, -6.5821], [-1.2520, 0.7984, -6.5083], [2.7024, 2.2157, -5.0369], [2.2706, 0.6116, -4.5651], [0.1841, 2.8719, -4.6218], [1.2239, 2.5459, -3.2434], [0.0878, 1.3199, -3.7726]], "mulliken_charge": [-0.79, -0.30, -0.22, 0.07, -0.67, -0.51, 0.78, 0.36, -1.21, -0.30, -0.33, 0.64, -1.63, -0.73, -1.02, -1.09, 0.62, -1.43, 0.40, -0.75, -0.56, 1.44, 0.40, -0.68, -0.37, -0.38, 0.53, -2.17, 0.67, -1.41, -0.08, 0.10, -0.32, -0.51, 0.27, 0.30, 0.40, 0.42, 0.20, 0.28, 0.55, 0.33, 0.17, 0.90, 0.52, 0.56, 0.30, 0.54, 0.45, 0.36, 0.39, 0.41, 0.37, -0.02, 0.33, 0.31, 0.36, -0.76, 0.26, 0.36, -0.04, 0.42, 0.72, 0.73, -0.09, 0.33, 0.26, 0.52, -1.51, -0.19, 0.33, -0.41, -0.44, -0.79, -1.00, 0.21, 0.43, 0.40, 0.29, 0.27, 0.48, -0.17, 0.30, -0.18, 0.27, 0.43, 0.41, 0.25, 0.38, 0.28, -1.43, -0.32, 0.18, -0.75, -0.79, -0.74, -0.77, 0.34, 0.44, 0.29, 0.46, 0.27, 0.36, 0.29, -0.03, 0.39, 0.36, 0.34, 0.34, 0.34, 0.26, 0.13], "orbital_gap_ev": 7.974, "smiles": "C=CCN1C(=O)c2c(COO)c(CCCCN(C)C(C)=O)c(CCCF)c(C[C@H](C)Br)c2C1=O.CCN(CC)CC.CCN(CC)CC", "lumo_energy_ev": -0.089, "charge": 0, "homo_ev": -8.063, "energy_ev": -128359.484}

{"formula": "C37H66BCdN3O2S2Si3", "method": "ωB97M-V with the def2-TZVPD basis set", "species": ["Cd", "C", "S", "C", "S", "N", "N", "C", "C", "C", "C", "C", "C", "N", "H", "H", "H", "H", "H", "H", "H", "H", "C", "Si", "C", "C", "C", "Si", "C", "C", "C", "H", "H", "H", "H", "H", "H", "H", "H", "H", "H", "H", "H", "H", "H", "H", "H", "H", "H", "H", "C", "C", "C", "C", "C", "C", "C", "C", "O", "B", "O", "C", "C", "H", "H", "H", "H", "H", "H", "H", "H", "H", "H", "H", "H", "C", "C", "C", "C", "Si", "C", "C", "C", "C", "C", "C", "C", "C", "H", "H", "H", "H", "H", "H", "H", "H", "H", "H", "H", "H", "H", "H", "H", "H", "H", "H", "H", "H", "H", "H", "H", "H", "H", "H", "H"], "xyz": [[0.8891, 0.2488, -0.7952], [4.6704, -3.0783, 1.1981], [5.5779, -1.9100, 0.1548], [4.1702, -1.0227, -0.5492], [2.9031, -1.8724, -1.2777], [4.3415, 0.2702, -0.4843], [3.2659, 1.0432, -0.7811], [3.4814, 2.1946, -1.2652], [2.3890, 3.1787, -1.2702], [2.5965, 4.4586, -1.7671], [1.5872, 5.3988, -1.6547], [0.4089, 5.0391, -1.0268], [0.2857, 3.7380, -0.5629], [1.2332, 2.8181, -0.7066], [5.3955, -3.7924, 1.5880], [4.1897, -2.5490, 2.0189], [3.9214, -3.5880, 0.5958], [4.4765, 2.4918, -1.5898], [3.5498, 4.7017, -2.2207], [1.7259, 6.4037, -2.0327], [-0.3982, 5.7455, -0.8882], [-0.6110, 3.4219, -0.0475], [3.8179, 2.6521, 3.2981], [2.1750, 3.6133, 3.2952], [2.4854, 5.0540, 2.0960], [2.1492, 4.4349, 5.0135], [0.6928, 2.6853, 2.9380], [0.2453, 1.2548, 3.9039], [-1.4941, 0.6166, 3.4851], [0.1821, 1.6562, 5.7652], [1.3787, -0.2802, 3.8579], [4.7039, 3.2749, 3.4872], [3.9523, 2.1538, 2.3297], [3.7868, 1.8641, 4.0604], [3.1077, 5.8350, 2.5499], [1.5411, 5.5073, 1.7806], [3.0031, 4.6987, 1.1963], [2.9968, 5.1218, 5.1403], [2.2040, 3.6866, 5.8125], [1.2224, 5.0008, 5.1573], [0.4767, 2.5837, 1.8712], [-2.2630, 1.2733, 3.9060], [-1.6636, -0.4012, 3.8606], [-1.6362, 0.6016, 2.3991], [-0.3616, 2.5916, 5.9373], [1.1927, 1.7818, 6.1728], [-0.3089, 0.8585, 6.3373], [1.7620, -0.4264, 2.8429], [0.8709, -1.2071, 4.1522], [2.2419, -0.1328, 4.5202], [-2.2145, -5.7832, 4.5263], [-3.3594, -5.2776, 3.6467], [-3.8936, -6.4631, 2.8315], [-4.4695, -4.7579, 4.5728], [-2.9119, -4.1538, 2.7066], [-3.8488, -3.5533, 1.8599], [-3.5178, -2.5014, 1.0022], [-2.2129, -2.0661, 1.0190], [-1.6110, -1.0786, 0.2989], [-0.2220, -1.0571, 0.6707], [-0.0616, -2.0753, 1.6334], [-1.2701, -2.6654, 1.8310], [-1.5884, -3.6996, 2.6825], [-2.5784, -6.5893, 5.1692], [-1.8243, -4.9883, 5.1669], [-1.3918, -6.1772, 3.9248], [-4.2799, -7.2415, 3.4981], [-3.0954, -6.8931, 2.2217], [-4.6975, -6.1556, 2.1606], [-4.7623, -5.5314, 5.2914], [-5.3564, -4.4635, 4.0081], [-4.1203, -3.8832, 5.1263], [-4.8740, -3.9078, 1.8584], [-4.2554, -2.0467, 0.3524], [-0.8154, -4.1354, 3.3013], [-0.6464, -2.4924, -2.7564], [-0.2953, -1.5945, -3.9594], [1.0935, -2.0556, -4.4286], [-1.2898, -1.9031, -5.0858], [-0.2342, 0.2720, -3.3230], [0.7098, 1.3091, -4.7112], [0.4530, 2.8107, -4.5291], [0.3851, 0.9525, -6.1666], [2.2204, 1.1150, -4.4945], [-2.1063, 0.9024, -3.3194], [-2.7371, 1.1972, -4.6857], [-3.0104, -0.1156, -2.6046], [-2.1778, 2.1724, -2.4630], [-0.6918, -3.5435, -3.0803], [-1.6050, -2.2400, -2.3015], [0.1174, -2.4198, -1.9793], [1.0762, -3.1419, -4.6053], [1.8557, -1.8595, -3.6739], [1.4028, -1.5806, -5.3616], [-1.2013, -2.9616, -5.3752], [-1.1089, -1.3000, -5.9788], [-2.3235, -1.7399, -4.7769], [-0.5642, 3.0973, -4.8020], [1.1389, 3.3842, -5.1721], [0.6285, 3.1241, -3.4969], [-0.6767, 1.0686, -6.3913], [0.6709, -0.0707, -6.4109], [0.9430, 1.6194, -6.8436], [2.5155, 1.4521, -3.5013], [2.7847, 1.7031, -5.2366], [2.5329, 0.0756, -4.5836], [-2.6752, 0.3385, -5.3578], [-2.2740, 2.0501, -5.1849], [-3.8038, 1.4365, -4.5531], [-3.1783, -1.0137, -3.2012], [-3.9949, 0.3404, -2.4157], [-2.5909, -0.4134, -1.6428], [-1.6018, 2.9986, -2.8841], [-1.7959, 1.9737, -1.4602], [-3.2231, 2.5049, -2.3654]], "mulliken_charge": [2.07, -0.74, -0.14, 0.23, -0.54, -1.26, 0.57, -1.88, 1.39, -0.86, -0.52, -1.22, -0.64, 0.59, 0.34, 0.20, 0.24, 0.28, 0.42, 0.46, 0.44, 0.60, -1.04, 0.05, -0.83, -1.18, 1.00, -0.13, -0.50, -1.13, -0.79, 0.35, 0.16, 0.32, 0.45, 0.20, 0.12, 0.29, 0.29, 0.29, -0.72, 0.51, 0.10, -0.17, 0.28, 0.25, 0.28, -0.08, 0.31, 0.48, -2.13, 1.99, -1.67, -1.65, 0.67, -0.36, -2.31, 0.85, 0.46, -0.19, -0.45, 0.84, -0.93, 0.44, 0.39, 0.39, 0.44, 0.38, 0.31, 0.45, 0.32, 0.36, 0.35, 0.51, 0.51, -1.63, 2.99, -2.03, -1.99, -2.19, 3.06, -2.08, -1.89, -1.63, 3.09, -1.94, -2.27, -1.54, 0.62, 0.19, -0.14, 0.53, 0.07, 0.41, 0.55, 0.23, 0.33, 0.29, 0.58, 0.27, 0.27, 0.30, 0.54, 0.13, 0.54, 0.26, 0.26, 0.35, 0.51, 0.27, 0.64, 0.14, 0.29, -0.11, 0.56], "orbital_gap_ev": 4.633, "lumo_energy_ev": 3.819, "charge": -2, "homo_ev": -0.814, "energy_ev": -98553.823}

Computed strongest force on any atom, in the same sequence as the records: 0.0367 0.0139 hartree/bohr.